1.
12
Properties=species:S:1:pos:R:3:mulliken_charge:R:1 method="wB97M-V/def2-TZVPD" lumo_ha=0.0343 multiplicity=1 e_above_lowest_kj_mol=177.2 orbital_gap_ev=10.802 energy_ha=-269.27873
C -0.11864 1.42812 0.25197 -1.32
C -0.13770 -0.08530 0.46517 0.49
C -1.37852 -0.73029 -0.15192 -0.13
O -2.13351 -0.15360 -0.89192 -0.45
C 1.03514 -0.74647 -0.12495 -0.85
C 1.97380 -1.27411 -0.66397 0.22
H 0.75412 1.86958 0.74018 0.39
H -0.08129 1.65955 -0.81493 0.31
H -1.02585 1.87728 0.66586 0.33
H -0.15956 -0.32000 1.53987 0.24
H -1.54084 -1.79205 0.12436 0.35
H 2.81286 -1.73272 -1.13975 0.43



2.
12
Properties=species:S:1:pos:R:3:mulliken_charge:R:1 method="wB97M-V/def2-TZVPD" lumo_ha="-0.0077 / -0.0077" multiplicity=1 e_above_lowest_kj_mol=475.8 orbital_gap_ev="7.172 / 7.177" energy_ha=-269.16503
C 1.72019 -0.14828 0.45548 -1.08
C 0.31075 0.00988 0.00153 0.80
C -0.40291 -1.13550 -0.68676 -0.84
O -1.57800 -0.35569 -1.48331 -0.22
C -1.71814 0.38616 -0.45920 0.13
C -0.50956 1.06507 0.05803 -0.62
H 2.34522 -0.39941 -0.40990 0.30
H 1.81028 -0.98270 1.16010 0.28
H 2.10020 0.75761 0.93515 0.31
H -0.97893 -1.73648 0.03440 0.20
H -2.70894 0.43355 0.01590 0.34
H -0.38454 2.09367 0.37586 0.42